The following is a DFT calculation (ωB97M-V/def2-TZVPD) of C17H13ClN2O2S in the gas phase.

XYZ file:
```
36
Properties=species:S:1:pos:R:3
C 7.03 0.32 0.88
C 5.75 -0.31 0.44
N 4.79 0.50 0.04
C 3.61 0.00 -0.33
C 3.37 -1.37 -0.38
C 4.38 -2.23 0.02
C 5.58 -1.70 0.45
H 6.39 -2.34 0.78
H 4.23 -3.30 -0.01
H 2.43 -1.75 -0.73
C 2.65 1.01 -0.75
C 1.32 1.03 -0.54
C 0.51 0.13 0.30
O 0.88 -0.86 0.88
N -0.79 0.59 0.37
C -1.14 1.72 -0.33
O -2.22 2.21 -0.38
S 0.31 2.34 -1.16
C -1.80 -0.11 1.15
C -2.82 -0.76 0.24
C -2.39 -1.59 -0.78
C -3.28 -2.18 -1.65
C -4.64 -1.95 -1.50
C -5.09 -1.13 -0.48
C -4.18 -0.54 0.38
Cl -4.79 0.47 1.65
H -6.15 -0.94 -0.36
H -5.35 -2.40 -2.18
H -2.93 -2.82 -2.44
H -1.33 -1.78 -0.89
H -1.26 -0.87 1.73
H -2.29 0.60 1.82
H 3.09 1.86 -1.25
H 7.22 0.09 1.93
H 7.87 -0.07 0.30
H 6.97 1.39 0.76
```

Properties
HOMO-LUMO gap, eV: 8.22

Here are the natural (NBO) charges for atoms 1 to 2, given in e: -0.643, 0.219